1.
{"formula": "C3H7NO3S", "method": "ωB97M-V/def2-TZVPD", "symbols": ["S", "O", "O", "O", "N", "C", "C", "C", "H", "H", "H", "H", "H", "H", "H"], "positions_angstrom": [[0.777, 0.397, 0.343], [-0.223, 1.383, 0.264], [0.275, -0.468, 1.530], [1.014, -0.457, -0.763], [-2.253, -0.766, -0.241], [-1.639, -1.431, -1.424], [2.323, 1.043, 1.056], [-2.324, -0.088, -1.323], [-2.156, -2.329, -1.745], [2.859, 1.675, 0.265], [-2.308, 0.872, -1.806], [1.847, 1.594, 1.795], [-0.585, -1.456, -1.415], [-0.407, -0.035, 2.138], [2.799, 0.066, 1.327]], "atomic_forces_ev_per_a": [[0.4, 0.1, 0.2], [-0.7, 2.5, -0.7], [-0.6, -1.1, 2.4], [0.9, -0.2, -0.2], [-0.8, 2.0, -0.8], [-1.6, 0.5, -0.4], [-0.1, -1.7, -3.3], [2.0, -3.1, 1.0], [-0.1, 0.2, -0.3], [-0.7, -1.1, 1.3], [-0.8, 0.2, 0.4], [0.2, 1.2, 1.9], [0.7, -0.3, -0.1], [1.2, -0.6, -1.6], [0.1, 1.4, 0.1]], "lumo_energy_ev": 0.4, "relative_energy_ev": 3.313, "fmax_ev_per_a": 3.8, "smiles": "CS(=O)(=O)O.C1=NC1"}

2.
{"formula": "C26H29NO6", "method": "ωB97M-V/def2-TZVPD", "symbols": ["O", "O", "O", "O", "O", "O", "N", "C", "C", "C", "C", "C", "C", "C", "C", "C", "C", "C", "C", "C", "C", "C", "C", "C", "C", "C", "C", "C", "C", "C", "C", "C", "C", "H", "H", "H", "H", "H", "H", "H", "H", "H", "H", "H", "H", "H", "H", "H", "H", "H", "H", "H", "H", "H", "H", "H", "H", "H", "H", "H", "H", "H"], "positions_angstrom": [[0.226, -2.624, 2.106], [-1.831, -2.222, 2.957], [1.414, 1.083, 1.901], [1.910, -0.846, 2.952], [-0.987, 1.881, 2.756], [-2.617, 0.317, 2.698], [0.074, 3.608, -2.012], [1.281, 0.335, -1.128], [2.612, -1.728, -1.373], [1.472, -0.951, -1.723], [-0.018, 3.739, -4.507], [0.726, 1.689, -5.599], [0.616, 1.737, -3.192], [2.872, -2.935, -2.011], [-0.606, -1.836, 2.538], [-0.270, 4.982, -1.707], [-2.101, -3.644, 2.792], [-0.353, -0.386, 2.597], [0.262, 3.012, -5.677], [0.396, 2.664, -1.087], [-1.324, 0.706, 2.683], [4.171, -1.520, 3.224], [0.943, 1.060, -4.358], [0.166, 3.078, -3.302], [1.033, 0.055, 2.452], [1.983, -3.430, -2.976], [-3.572, -3.857, 3.044], [-4.887, 0.854, 3.094], [0.815, -2.717, -3.283], [0.760, 1.461, -1.754], [0.555, -1.498, -2.662], [-3.540, 1.437, 2.776], [3.274, -0.384, 2.833], [3.416, 0.485, 3.493], [-3.210, 2.136, 3.555], [2.195, -4.372, -3.481], [0.371, 2.861, -0.016], [0.564, 5.480, -1.193], [1.369, 0.060, -4.312], [-4.871, 0.363, 4.073], [-0.367, 4.771, -4.515], [0.111, -3.107, -4.022], [-5.190, 0.115, 2.347], [3.465, -0.084, 1.792], [-1.833, -3.943, 1.770], [-3.852, -3.581, 4.066], [-1.150, 5.010, -1.052], [3.984, -1.864, 4.243], [3.303, -1.317, -0.631], [-0.486, 5.516, -2.636], [-3.540, 1.960, 1.808], [5.206, -1.185, 3.163], [-4.179, -3.267, 2.349], [-3.818, -4.911, 2.897], [3.782, -3.487, -1.768], [-1.487, -4.209, 3.508], [-0.363, -0.947, -2.887], [0.935, 1.148, -6.524], [1.648, 0.485, -0.114], [4.050, -2.375, 2.556], [0.129, 3.495, -6.646], [-5.637, 1.644, 3.123]], "atomic_forces_ev_per_a": [[-0.7, -0.4, 0.1], [-0.2, -1.0, -0.1], [0.5, 0.1, -0.1], [1.2, 1.0, -0.1], [-0.8, 0.2, -0.1], [-0.8, 1.0, 0.0], [0.2, -1.3, 1.6], [-0.1, 1.0, 0.1], [-0.4, 0.5, 0.0], [0.2, -1.4, -0.7], [0.1, -0.4, -0.3], [0.1, 0.1, 0.4], [-0.3, 0.7, -0.1], [-0.1, 0.0, -0.2], [0.9, 1.3, -0.3], [-0.2, 0.5, 0.4], [0.2, 0.6, 0.0], [-0.3, 0.2, -0.1], [-0.2, 0.1, 0.5], [0.1, 0.9, -1.2], [1.7, -0.9, 0.1], [0.3, -0.3, 0.1], [-0.1, 0.1, -0.8], [0.5, -0.6, -0.2], [-1.5, -0.7, -0.3], [0.0, 0.4, 0.3], [-0.3, 0.1, 0.1], [-0.3, -0.2, 0.1], [0.1, 0.1, 0.2], [0.1, -0.5, -0.1], [0.3, 0.2, 0.2], [0.4, -0.5, 0.0], [-0.4, -0.3, 0.1], [0.0, -0.2, -0.3], [0.0, -0.2, -0.3], [-0.1, 0.2, 0.2], [0.0, -0.1, -0.1], [-0.2, -0.2, -0.2], [-0.2, 0.3, -0.2], [0.0, 0.0, -0.1], [0.2, -0.3, -0.3], [0.2, 0.1, 0.3], [0.0, 0.1, 0.1], [0.0, 0.1, 0.3], [0.1, 0.0, 0.3], [0.1, 0.0, -0.2], [0.2, 0.0, -0.2], [-0.1, 0.1, 0.0], [-0.2, -0.3, -0.2], [0.0, -0.1, 0.3], [0.0, 0.0, 0.3], [0.1, 0.0, 0.0], [0.1, -0.1, 0.1], [0.0, 0.0, 0.0], [-0.3, 0.1, 0.0], [-0.1, 0.1, -0.3], [0.3, -0.2, 0.1], [0.0, 0.2, 0.3], [-0.3, -0.1, 0.3], [-0.1, 0.0, 0.0], [0.0, -0.2, 0.3], [-0.1, 0.0, 0.0]], "lumo_energy_ev": -2.3, "relative_energy_ev": 3.172, "fmax_ev_per_a": 2.1}